Record 1
Computed, not measured: a molecular structure, C35H45Cl5OPPd in a non-equilibrium geometry, with the ωB97M-V functional and the def2-TZVPD basis.

For the energy above the lowest of the compared OMol25 structures with the same formula, charge and spin, the calculation gives 54.2 kJ/mol. The HOMO energy is -16.5 eV. The LUMO energy comes out at -11.47 eV. The charge is +3. For the orbital gap, the calculation gives 5.04 eV. As for the spin multiplicity: 1.

Geometry as XYZ:
```
88
Properties=species:S:1:pos:R:3:lowdin_charge:R:1
Pd -0.17 0.17 -0.48 0.76
C 2.94 -4.39 -2.46 -0.01
C 1.57 -3.73 -2.22 -0.35
C 0.82 -3.48 -3.54 -0.01
C 1.74 -2.45 -1.47 -0.03
C 1.06 -2.30 -0.14 -0.16
C 1.35 -1.03 0.65 -0.09
C 1.19 -1.13 2.13 -0.34
C -0.13 -1.79 2.55 -0.02
C 2.39 -1.93 2.69 0.01
C 1.94 0.07 -0.01 -0.19
C 2.48 -0.12 -1.35 -0.03
C 2.36 -1.37 -2.01 0.06
C 3.37 0.89 -2.00 -0.35
C 4.83 0.45 -1.80 0.01
C 3.07 1.04 -3.51 -0.03
C 2.38 1.27 0.79 -0.22
C 3.62 1.23 1.41 -0.02
C 4.08 2.30 2.16 0.00
C 3.30 3.44 2.29 -0.01
C 2.06 3.50 1.68 -0.05
C 1.58 2.42 0.92 -0.28
P -0.08 2.45 0.17 1.21
C -0.13 3.82 -1.17 -0.64
C 0.40 5.14 -0.65 -0.05
C 0.76 3.28 -2.29 -0.09
C -1.57 3.94 -1.67 -0.07
C -1.37 2.70 1.56 -0.64
C -2.73 2.24 1.02 -0.09
C -1.45 4.13 2.06 -0.05
C -0.93 1.74 2.67 -0.07
H 2.78 -5.34 -2.97 0.11
H 3.46 -4.59 -1.52 0.10
H 3.58 -3.77 -3.09 0.09
H 0.97 -4.40 -1.60 0.10
H 1.45 -2.95 -4.25 0.09
H -0.09 -2.90 -3.38 0.09
H 0.54 -4.43 -3.98 0.11
H 1.16 -3.19 0.48 0.10
H 1.24 -0.12 2.55 0.13
H -0.10 -2.88 2.40 0.07
H -0.99 -1.39 2.02 0.07
H -0.28 -1.62 3.62 0.12
H 2.40 -2.96 2.32 0.10
H 2.30 -1.97 3.78 0.12
H 3.34 -1.46 2.45 0.08
H 2.82 -1.46 -2.98 0.14
H 3.24 1.84 -1.49 0.12
H 5.02 -0.53 -2.23 0.10
H 5.11 0.42 -0.74 0.08
H 5.48 1.17 -2.30 0.11
H 3.60 0.29 -4.09 0.10
H 3.43 2.01 -3.85 0.11
H 2.01 0.97 -3.74 0.08
H 4.23 0.34 1.31 0.12
H 5.05 2.25 2.63 0.13
H 3.65 4.28 2.88 0.13
H 1.45 4.38 1.80 0.10
H 1.46 5.10 -0.42 0.09
H -0.15 5.53 0.21 0.08
H 0.28 5.87 -1.46 0.12
H 1.81 3.31 -2.00 0.08
H 0.65 3.92 -3.17 0.12
H 0.48 2.27 -2.58 0.06
H -2.22 4.46 -0.97 0.09
H -2.00 2.96 -1.92 0.08
H -1.57 4.53 -2.59 0.11
H -3.08 2.84 0.18 0.07
H -3.47 2.35 1.81 0.11
H -2.70 1.19 0.73 0.02
H -1.85 4.82 1.31 0.09
H -0.51 4.51 2.45 0.08
H -2.16 4.14 2.90 0.12
H -0.77 0.73 2.26 0.04
H -1.72 1.67 3.42 0.12
H -0.01 2.07 3.17 0.10
Cl -5.55 -4.71 0.05 0.81
C -4.02 -4.01 -0.09 -0.69
C -3.90 -2.70 -0.57 -0.69
Cl -5.27 -1.79 -1.00 0.79
C -2.63 -2.15 -0.68 -0.53
Cl -2.44 -0.51 -1.23 0.83
C -1.47 -2.85 -0.33 -0.30
O -0.34 -2.10 -0.52 -0.14
C -1.60 -4.14 0.17 -0.56
Cl -0.24 -5.08 0.66 0.83
C -2.87 -4.72 0.28 -0.67
Cl -3.04 -6.30 0.89 0.80
```

***

Record 2
Computed, not measured: a molecular structure, C52H44BN7O3SZr, with the ωB97M-V functional and the def2-TZVPD basis.

For the energy above the lowest of the compared OMol25 structures with the same formula, charge and spin, the calculation gives 489.7 kJ/mol. The HOMO energy is -6.1 eV. The LUMO energy comes out at -0.04 eV. The charge is 0. For the orbital gap, the calculation gives 6.09 eV. As for the spin multiplicity: 1.

Geometry as XYZ:
```
109
Properties=species:S:1:pos:R:3:lowdin_charge:R:1
Zr 0.45 0.28 -0.27 1.84
C -2.84 2.81 1.64 -0.04
C -2.35 1.64 1.07 -0.14
N -1.04 1.75 0.80 -0.06
N -0.67 2.99 1.22 -0.02
C -1.73 3.63 1.71 -0.06
B 0.78 3.49 1.37 -0.52
N 1.53 3.31 -0.02 -0.04
C 2.72 4.07 -0.39 -0.01
C 3.53 3.31 -1.13 0.00
C 2.93 1.98 -1.30 -0.17
N 1.96 1.91 -0.20 -0.11
N 1.47 2.66 2.45 -0.04
C 2.42 3.05 3.33 -0.08
C 2.73 1.97 4.12 -0.06
C 1.92 0.94 3.63 -0.17
N 1.16 1.35 2.63 0.06
H -3.85 3.02 1.95 0.10
H -2.87 0.72 0.85 0.10
H -1.62 4.63 2.09 0.13
H 0.77 4.66 1.64 0.12
H 2.73 5.12 -0.16 0.13
H 4.41 3.66 -1.65 0.11
H 3.52 1.09 -1.44 0.12
H 2.77 4.07 3.34 0.12
H 3.44 1.93 4.93 0.09
H 1.85 -0.08 3.97 0.10
O 1.89 -0.80 0.45 -0.35
C 2.15 -2.05 1.03 -0.42
C 0.93 -2.37 1.92 -0.04
C -0.35 -2.64 1.17 -0.22
C -0.97 -3.88 1.25 -0.01
C -2.11 -4.13 0.51 -0.02
C -2.59 -3.15 -0.34 0.00
C -1.93 -1.93 -0.39 -0.25
C -2.26 -0.90 -1.42 -0.07
C -1.20 -0.94 -2.55 -0.46
O 0.04 -0.74 -1.94 -0.32
C -1.27 -2.33 -3.19 -0.17
C -0.32 -3.30 -2.90 0.00
C -0.46 -4.58 -3.40 -0.06
C -1.56 -4.92 -4.19 -0.09
C -2.51 -3.95 -4.48 -0.08
C -2.37 -2.66 -3.98 -0.03
C -1.43 0.15 -3.60 -0.15
C -0.69 0.08 -4.78 -0.02
C -0.86 1.02 -5.78 -0.07
C -1.77 2.06 -5.61 -0.10
C -2.49 2.15 -4.43 -0.08
C -2.32 1.20 -3.43 -0.02
N -0.87 -1.67 0.39 0.09
C 2.42 -3.07 -0.08 -0.14
C 2.18 -4.42 0.12 -0.03
C 2.48 -5.35 -0.87 -0.08
C 3.04 -4.93 -2.07 -0.10
C 3.28 -3.58 -2.27 -0.07
C 2.97 -2.66 -1.28 -0.02
C 3.40 -1.92 1.91 -0.14
C 4.14 -0.75 1.91 -0.02
C 5.27 -0.64 2.70 -0.07
C 5.68 -1.69 3.51 -0.09
C 4.94 -2.87 3.51 -0.08
C 3.81 -2.98 2.72 -0.03
H 0.80 -1.49 2.56 0.12
H 1.13 -3.21 2.58 0.11
H -0.55 -4.64 1.90 0.12
H -2.60 -5.09 0.57 0.12
H -3.43 -3.32 -0.99 0.12
H -2.26 0.10 -0.97 0.07
H -3.27 -1.05 -1.82 0.14
H 0.53 -3.04 -2.29 0.10
H 0.29 -5.33 -3.18 0.09
H -1.67 -5.92 -4.58 0.10
H -3.37 -4.19 -5.10 0.10
H -3.10 -1.90 -4.22 0.12
H 0.01 -0.74 -4.92 0.13
H -0.28 0.94 -6.69 0.10
H -1.91 2.79 -6.39 0.10
H -3.18 2.97 -4.28 0.11
H -2.89 1.30 -2.52 0.11
H 1.76 -4.78 1.05 0.10
H 2.29 -6.40 -0.69 0.10
H 3.28 -5.65 -2.84 0.10
H 3.70 -3.24 -3.21 0.11
H 3.15 -1.61 -1.46 0.11
H 3.81 0.09 1.30 0.11
H 5.84 0.28 2.69 0.11
H 6.56 -1.60 4.12 0.10
H 5.24 -3.70 4.14 0.10
H 3.26 -3.91 2.72 0.11
C 1.51 8.17 -4.74 -0.05
C 0.15 8.55 -5.27 -0.75
O -0.02 9.50 -5.99 -0.01
S -1.28 7.55 -4.88 1.01
C -0.67 6.28 -3.83 -0.60
C -0.31 5.03 -4.34 -0.12
C 0.18 4.03 -3.53 -0.03
C 0.31 4.22 -2.14 -0.20
C -0.04 5.49 -1.63 -0.03
C -0.52 6.48 -2.45 -0.11
C 0.68 3.12 -1.32 -0.18
C 1.39 1.88 -1.64 -0.19
H 2.25 8.51 -5.47 0.09
H 1.63 7.11 -4.54 0.06
H 1.67 8.72 -3.81 0.09
H -0.41 4.85 -5.41 0.10
H 0.45 3.07 -3.96 0.11
H 0.04 5.67 -0.56 0.10
H -0.80 7.44 -2.03 0.11
```

***

Record 3
Computed, not measured: 2 unconnected molecules or ions with the total composition CH4NO3 in a non-equilibrium geometry, with the ωB97M-V functional and the def2-TZVPD basis.

For the energy above the lowest of the compared OMol25 structures with the same formula, charge and spin, the calculation gives 5.9 kJ/mol. The HOMO energy is -4.4 eV. The LUMO energy comes out at 4.38 eV. The charge is -1. For the orbital gap, the calculation gives 8.77 eV. As for the spin multiplicity: 1.

Geometry as XYZ:
```
9
Properties=species:S:1:pos:R:3:lowdin_charge:R:1
N 0.07 0.05 -1.69 0.06
C 0.47 0.55 -0.37 -0.84
O -0.44 0.71 0.47 -0.10
O 1.68 0.79 -0.25 -0.09
H -0.65 -0.66 -1.49 0.05
H 0.88 -0.43 -2.06 0.04
H -0.61 -1.54 2.09 0.02
H -1.26 -0.78 0.99 -0.03
O -1.43 -1.54 1.59 -0.12
```

***

Record 4
Computed, not measured: a single C4H6N2O molecule in a non-equilibrium geometry, with the ωB97M-V functional and the def2-TZVPD basis.

For the energy above the lowest of the compared OMol25 structures with the same formula, charge and spin, the calculation gives 207.7 kJ/mol. The HOMO energy is -9.2 eV. The structure (SMILES) is NCc1ncco1. The LUMO energy comes out at 0.98 eV. The charge is 0. For the orbital gap, the calculation gives 10.15 eV. As for the spin multiplicity: 1.

Geometry as XYZ:
```
13
Properties=species:S:1:pos:R:3:lowdin_charge:R:1
N 2.59 0.36 -0.13 -0.06
C 1.54 -0.59 0.23 -0.24
C 0.09 -0.17 0.03 -0.44
N -0.33 1.02 0.04 0.11
C -1.69 0.96 0.04 -0.10
C -1.98 -0.39 -0.08 -0.11
O -0.83 -1.09 -0.14 0.07
H 2.20 1.28 0.40 0.12
H 2.76 0.69 -1.14 0.10
H 1.71 -1.60 -0.35 0.14
H 1.67 -0.97 1.33 0.15
H -2.40 1.83 0.15 0.12
H -2.86 -1.10 0.03 0.14
```

***

Record 5
Computed, not measured: a single C4H7ClO2S2 molecule in a non-equilibrium geometry, with the ωB97M-V functional and the def2-TZVPD basis.

For the energy above the lowest of the compared OMol25 structures with the same formula, charge and spin, the calculation gives 160.4 kJ/mol. The HOMO energy (alpha / beta) is -8.4 / -8.4 eV. The LUMO energy (alpha / beta) comes out at -0.59 / -0.58 eV. The charge is 0. For the orbital gap (alpha / beta), the calculation gives 7.86 / 7.86 eV. As for the spin multiplicity: 1.

Geometry as XYZ:
```
16
Properties=species:S:1:pos:R:3:lowdin_charge:R:1
C 0.31 1.05 0.24 -0.28
C 1.65 0.94 -0.46 -0.30
C -0.85 0.45 -0.55 -0.37
C -2.38 -1.61 0.31 -0.84
O 2.76 -0.76 1.19 -0.48
O 0.92 -1.56 -0.32 -0.74
S 2.33 -0.80 -0.20 0.84
S -0.95 -1.38 -0.56 1.03
Cl -2.97 -0.62 1.58 0.61
H 0.40 0.56 1.22 0.11
H 0.06 2.10 0.43 0.12
H 1.57 1.14 -1.53 0.08
H 2.38 1.60 -0.01 0.09
H -1.80 0.80 -0.16 0.04
H -0.76 0.73 -1.60 0.09
H -2.66 -2.65 0.43 0.01
```

***

What did the third record say?
Computed, not measured: 2 unconnected molecules or ions with the total composition CH4NO3 in a non-equilibrium geometry, with the ωB97M-V functional and the def2-TZVPD basis.

For the energy above the lowest of the compared OMol25 structures with the same formula, charge and spin, the calculation gives 5.9 kJ/mol. The HOMO energy is -4.4 eV. The LUMO energy comes out at 4.38 eV. The charge is -1. For the orbital gap, the calculation gives 8.77 eV. As for the spin multiplicity: 1.

Geometry as XYZ:
```
9
Properties=species:S:1:pos:R:3:lowdin_charge:R:1
N 0.07 0.05 -1.69 0.06
C 0.47 0.55 -0.37 -0.84
O -0.44 0.71 0.47 -0.10
O 1.68 0.79 -0.25 -0.09
H -0.65 -0.66 -1.49 0.05
H 0.88 -0.43 -2.06 0.04
H -0.61 -1.54 2.09 0.02
H -1.26 -0.78 0.99 -0.03
O -1.43 -1.54 1.59 -0.12
```

***

> Look up the spin multiplicity of the third one.

1